Computed, not measured: C54H73BCrGeN8O3P as an isolated structure, with ωB97M-V with the def2-TZVPD basis set.

Values from the calculation:
Charge: -1
Kohn-Sham gap (spin up / spin down): 0.245 / 0.277 Eh
HOMO energy (spin up / spin down): -4.251 / -5.092 eV
⟨S²⟩: 2.43
2S+1: 3

Structure (XYZ):
```
142
Properties=species:S:1:pos:R:3:forces:R:3:lowdin_charge:R:1
Cr 1.072 -0.271 0.003 0.91 0.47 0.05 0.6801
C 1.583 -2.878 -4.829 0.09 0.22 0.04 -0.0213
C 1.494 -2.843 -3.343 0.01 -0.40 0.22 -0.2594
C 1.494 -3.938 -2.512 -0.07 0.40 -0.11 0.0147
C 1.386 -3.435 -1.213 0.04 -0.07 -0.31 -0.2274
N 1.334 -2.095 -1.264 -0.22 0.23 0.83 0.0752
N 1.408 -1.742 -2.573 0.12 -0.08 -0.70 0.0464
B 1.593 -0.334 -3.213 -0.12 0.00 0.13 -0.4866
N 2.609 0.483 -2.365 0.62 -0.06 -0.65 0.0372
N 2.824 0.262 -1.052 -0.05 -0.17 0.55 0.0371
C 3.972 0.861 -0.711 0.17 0.11 -0.24 -0.2240
C 4.490 1.503 -1.829 -0.30 -0.06 0.09 0.0304
C 3.607 1.238 -2.857 0.27 0.03 0.23 -0.2571
C 3.794 1.752 -4.234 -0.24 -0.11 -0.10 -0.0145
C 4.678 0.721 0.613 0.05 0.00 0.13 -0.5159
C 4.768 -0.775 0.931 -0.11 0.16 -0.02 -0.0390
C 6.103 1.285 0.510 -0.25 -0.12 -0.07 -0.0615
C 3.933 1.508 1.694 0.00 -0.19 -0.01 -0.0434
N 0.241 0.307 -3.586 0.10 0.22 -0.58 0.0344
N -0.944 0.062 -2.969 -0.39 -0.30 0.52 0.1441
C -1.906 0.569 -3.738 0.38 0.07 -0.30 -0.2404
C -1.330 1.171 -4.863 0.33 0.00 0.04 -0.0041
C 0.021 0.977 -4.744 -0.45 0.14 -0.29 -0.2667
C 0.992 1.457 -5.763 0.12 -0.02 0.11 -0.0260
C -3.411 0.582 -3.583 -0.35 -0.05 0.12 -0.5175
C -3.814 2.033 -3.282 -0.09 -0.13 -0.01 -0.0270
C -3.977 -0.336 -2.506 0.20 0.12 -0.07 -0.0545
C -4.050 0.147 -4.916 0.14 0.07 0.13 -0.0586
C 1.393 -4.390 -0.040 -0.07 -0.06 0.34 -0.5259
C 1.190 -3.716 1.303 0.13 -0.06 -0.24 -0.0490
C 2.753 -5.108 -0.019 -0.20 0.12 -0.03 -0.0388
C 0.280 -5.434 -0.230 0.13 0.13 -0.04 -0.0391
H 1.478 -3.909 -5.161 -0.04 -0.01 -0.02 0.0780
H 2.547 -2.498 -5.169 -0.02 0.01 -0.07 0.0810
H 0.803 -2.271 -5.283 -0.07 0.05 -0.11 0.0855
H 1.572 -4.961 -2.821 -0.03 -0.18 -0.01 0.1080
H 2.180 -0.524 -4.237 -0.03 0.07 -0.13 0.1074
H 5.386 2.084 -1.912 0.17 0.02 -0.01 0.1053
H 4.801 2.152 -4.325 0.07 -0.02 0.02 0.0830
H 3.087 2.558 -4.408 0.00 0.04 -0.09 0.0529
H 3.653 0.974 -4.976 0.00 -0.04 -0.14 0.0656
H 5.311 -1.286 0.137 0.03 -0.06 -0.11 0.0913
H 3.765 -1.193 0.989 0.07 -0.20 0.08 0.0552
H 5.298 -0.945 1.867 0.00 -0.03 0.13 0.0839
H 6.669 0.776 -0.268 0.08 -0.03 -0.06 0.0838
H 6.619 1.147 1.459 0.01 -0.03 0.09 0.0827
H 6.084 2.349 0.287 0.04 0.15 -0.02 0.0798
H 2.915 1.139 1.799 0.05 0.15 0.14 0.0483
H 3.887 2.560 1.415 -0.03 0.09 -0.03 0.0818
H 4.457 1.435 2.647 0.04 -0.02 0.12 0.0873
H -1.817 1.697 -5.660 -0.07 0.04 -0.16 0.1036
H 0.445 1.656 -6.683 0.01 0.00 0.00 0.0798
H 1.770 0.729 -5.975 0.09 -0.02 -0.03 0.0600
H 1.445 2.387 -5.426 0.07 0.03 -0.07 0.0599
H -3.407 2.336 -2.323 -0.02 0.08 0.05 0.0571
H -4.899 2.134 -3.241 -0.15 -0.04 -0.01 0.0848
H -3.433 2.706 -4.047 0.03 0.07 -0.05 0.0813
H -5.033 -0.109 -2.352 -0.10 0.03 0.00 0.0901
H -3.890 -1.377 -2.802 0.05 -0.16 0.01 0.0805
H -3.456 -0.185 -1.571 -0.04 -0.13 0.00 0.0260
H -3.838 0.849 -5.719 0.02 0.05 -0.09 0.0664
H -5.131 0.082 -4.800 -0.11 0.01 0.03 0.0785
H -3.675 -0.834 -5.210 0.01 -0.06 -0.05 0.0866
H 1.078 -4.459 2.090 -0.03 -0.11 0.06 0.1008
H 2.046 -3.093 1.537 0.02 0.03 0.08 0.0734
H 0.306 -3.086 1.285 -0.10 0.05 0.09 0.0519
H 3.557 -4.385 0.088 0.14 0.09 0.01 0.0855
H 2.917 -5.676 -0.930 0.05 -0.10 -0.15 0.0743
H 2.790 -5.792 0.826 0.01 -0.11 0.14 0.0824
H -0.697 -4.967 -0.147 -0.13 0.02 -0.02 0.0646
H 0.358 -6.197 0.543 0.03 -0.07 0.12 0.0838
H 0.343 -5.922 -1.199 -0.01 -0.08 -0.10 0.0728
O 1.596 3.944 -3.289 -0.04 0.07 -0.25 0.0352
C 1.458 3.746 -2.097 0.19 0.81 0.40 -0.4806
C 1.598 4.865 -1.031 -0.01 -0.11 -0.26 -0.0866
C 1.428 4.121 0.282 -0.02 -0.37 0.03 -0.0801
C 1.224 2.668 -0.188 0.37 1.29 -0.73 -0.4913
O 1.098 1.724 0.608 -0.31 -1.03 0.33 -0.1084
N 1.205 2.561 -1.505 -0.53 -0.70 0.18 0.1774
H 0.842 5.629 -1.212 -0.01 -0.02 0.00 0.1079
H 2.574 5.338 -1.143 0.00 -0.01 -0.01 0.1092
H 0.547 4.426 0.848 -0.01 -0.01 0.09 0.1083
H 2.301 4.189 0.931 -0.07 -0.04 0.07 0.0997
C -1.924 -2.204 -0.956 0.32 0.31 0.22 -0.2407
Ge -1.383 -0.754 0.360 -1.76 -0.71 -0.06 1.0283
C -2.402 -1.579 1.937 0.57 0.30 -0.16 -0.3040
C -2.986 -0.791 2.927 0.18 0.04 0.08 -0.1615
C -3.706 -1.341 3.971 -0.10 0.05 0.09 -0.1023
C -3.849 -2.713 4.075 -0.04 -0.09 0.03 -0.1053
C -3.273 -3.519 3.110 -0.14 -0.20 0.09 -0.0955
C -2.575 -2.955 2.056 0.13 0.02 -0.25 -0.1259
C -2.503 0.918 0.118 0.74 0.02 -0.10 -0.2369
C -1.787 1.952 -0.434 0.07 -0.43 -0.06 -0.1461
C -2.213 3.284 -0.387 -0.17 0.39 0.21 -0.0782
C -3.371 3.610 0.261 0.21 0.07 -0.12 -0.0462
C -4.205 2.584 0.749 0.07 -0.32 0.01 -0.1744
C -5.458 2.879 1.325 -0.27 0.06 0.13 -0.0552
C -6.315 1.885 1.704 -0.03 0.24 0.04 -0.1008
C -5.963 0.545 1.479 0.12 -0.27 -0.08 -0.0813
C -4.741 0.226 0.951 -0.46 -0.06 -0.04 -0.0571
C -3.798 1.224 0.621 -0.03 0.26 0.01 -0.1847
H -2.959 -2.517 -0.846 -0.18 0.04 0.15 0.0169
H -1.287 -3.067 -0.794 0.10 -0.14 0.11 -0.0244
H -1.753 -1.863 -1.969 0.07 0.05 -0.06 -0.0181
H -2.862 0.278 2.878 0.00 0.09 0.00 0.0809
H -4.175 -0.697 4.704 -0.01 0.09 0.08 0.1014
H -4.407 -3.148 4.892 -0.05 -0.05 0.08 0.0912
H -3.380 -4.594 3.174 0.02 -0.09 -0.01 0.0940
H -2.145 -3.613 1.316 0.06 -0.10 -0.13 0.0785
H -0.869 1.722 -0.953 0.01 0.14 0.04 0.0527
H -1.607 4.049 -0.850 0.10 0.12 -0.05 0.1062
H -3.692 4.638 0.374 0.00 0.06 -0.05 0.1055
H -5.742 3.918 1.434 -0.01 0.07 0.03 0.1028
H -7.272 2.126 2.153 0.01 0.01 -0.04 0.0931
H -6.669 -0.234 1.732 0.00 -0.10 -0.02 0.0990
H -4.486 -0.805 0.752 -0.03 -0.03 0.04 0.1112
C 1.130 2.371 4.294 -0.61 -0.23 -0.21 -0.1452
P -0.548 1.739 3.907 0.08 0.81 1.36 0.5854
C -0.974 0.719 5.372 0.25 0.35 -0.46 -0.1477
C -1.689 3.182 4.021 0.43 -0.52 -0.14 -0.1619
O -0.630 1.060 2.609 -0.30 -0.31 -0.43 -0.3548
H 1.167 2.892 5.248 -0.05 0.06 0.10 0.0459
H 1.451 3.028 3.489 0.03 0.09 -0.10 0.0391
H 1.791 1.506 4.321 0.07 -0.07 0.00 0.0330
H -1.170 1.333 6.249 0.00 0.12 0.03 0.0485
H -0.142 0.046 5.564 0.01 0.04 0.08 0.0244
H -1.844 0.115 5.134 -0.10 -0.03 0.01 0.0248
H -1.608 3.708 4.970 0.04 0.01 0.10 0.0394
H -2.705 2.812 3.887 -0.08 -0.02 0.00 0.0427
H -1.468 3.858 3.199 0.02 0.08 -0.09 0.0385
N 1.433 -0.797 1.596 -0.29 0.14 -1.55 -0.0522
C 1.518 -1.111 2.856 0.19 -0.43 2.39 -0.3929
C 2.703 -0.969 3.640 -0.15 0.20 -0.77 -0.0556
C 2.778 -1.407 4.939 -0.10 -0.18 0.42 -0.1173
C 1.700 -2.023 5.561 -0.02 0.00 0.08 -0.1324
C 0.519 -2.152 4.834 0.27 -0.21 0.25 -0.1229
C 0.418 -1.702 3.545 0.21 0.18 -0.58 -0.0664
H 3.566 -0.518 3.189 0.13 0.07 -0.03 0.0595
H 3.705 -1.264 5.484 0.02 -0.03 -0.02 0.0960
H 1.777 -2.386 6.576 -0.02 0.00 0.07 0.0832
H -0.353 -2.608 5.287 -0.07 -0.02 0.03 0.1071
H -0.508 -1.791 3.013 -0.05 -0.04 0.03 0.0613
```
Positions in Å, forces in eV/Å.

---

Computed, not measured: a 4-piece molecular cluster, C54H89BF5N4O11P overall, with ωB97M-V with the def2-TZVPD basis set.

Values from the calculation:
Charge: +1
Kohn-Sham gap (spin up / spin down): 0.237 / 0.276 Eh
HOMO energy (spin up / spin down): -9.955 / -11.004 eV
⟨S²⟩: 3.76
2S+1: 4

Structure (XYZ):
```
165
Properties=species:S:1:pos:R:3:forces:R:3:lowdin_charge:R:1
C 0.706 -3.414 3.251 -0.38 0.11 0.18 -0.0467
C -0.356 -4.394 3.708 0.61 0.50 -0.10 -0.1830
O -1.589 -3.668 3.693 -0.26 -0.59 0.11 0.0888
B -2.614 -3.894 4.526 0.07 0.20 -0.29 -0.7763
O -2.508 -4.396 5.781 -0.13 -0.39 -0.28 0.2432
O -3.889 -3.424 4.064 0.12 0.43 0.56 0.2145
C -4.049 -2.076 4.103 -0.06 -0.15 -0.08 -0.4141
O -4.788 -1.523 4.858 -0.09 -0.06 -0.16 0.2018
C -3.248 -1.338 3.053 0.07 0.01 -0.05 0.0355
C -3.738 -1.367 1.741 0.06 -0.01 0.09 -0.0798
C -5.056 -2.046 1.477 -0.16 0.01 0.28 -0.0946
C -6.269 -1.220 1.995 0.12 -0.46 0.02 -0.1315
C -7.284 -0.947 0.887 0.06 0.49 0.06 -0.0768
C -8.630 -0.520 1.440 0.13 0.01 0.47 -0.4258
F -8.430 0.266 2.536 -0.07 0.06 -0.19 0.1102
F -9.307 0.233 0.545 0.03 -0.25 -0.06 0.1252
C -9.547 -1.715 1.904 -0.32 0.07 0.05 -0.5254
F -9.726 -1.696 3.226 0.08 -0.06 -0.22 0.1734
F -8.984 -2.897 1.587 -0.10 0.15 0.02 0.1450
F -10.743 -1.653 1.317 0.25 -0.09 0.08 0.1759
C -2.998 -0.756 0.755 0.10 0.23 0.08 -0.1324
C -3.462 -0.763 -0.681 0.25 0.00 -0.30 -0.1188
C -2.883 -1.844 -1.620 -0.32 -0.17 0.07 -0.1464
C -3.043 -3.308 -1.185 0.21 -0.34 -0.26 -0.0795
C -1.901 -3.734 -0.287 -0.11 -0.16 0.08 -0.4951
O -1.899 -3.586 0.904 0.12 0.15 -0.09 0.1385
O -0.816 -4.249 -0.905 -0.13 -0.07 0.17 0.1315
N -1.820 -0.116 1.097 0.32 -0.67 0.07 0.0055
P -1.013 0.750 -0.232 -0.20 1.50 -0.76 0.8274
O -1.841 1.875 -0.697 -0.07 -0.17 0.16 -0.3565
C -1.330 -0.102 2.380 -0.08 0.07 -0.21 -0.1026
C -0.014 0.553 2.703 -0.04 0.12 -0.02 -0.0901
C -0.187 1.966 3.232 -0.08 0.12 0.14 -0.1961
C -0.955 2.912 2.557 0.04 -0.13 0.01 -0.0247
C -1.071 4.206 3.036 0.13 -0.11 0.02 -0.0246
C -0.427 4.593 4.209 -0.04 -0.12 0.03 -0.2635
C -0.535 6.008 4.702 -0.21 -0.03 -0.37 -0.0432
C 0.314 3.634 4.894 -0.04 0.20 0.01 -0.0172
C 0.437 2.341 4.417 -0.02 0.03 -0.11 -0.0245
C -2.071 -0.687 3.404 -0.15 0.12 -0.09 -0.0483
C -1.597 -0.602 4.831 -0.19 0.07 0.24 -0.0683
C -2.546 0.106 5.823 0.29 -0.33 0.21 -0.2081
O -1.715 0.781 6.761 -0.01 0.04 -0.09 -0.0482
H 0.455 -3.052 2.255 0.18 -0.15 -0.13 0.0747
H 0.672 -2.548 3.913 0.22 0.01 0.06 0.0499
H 1.700 -3.850 3.281 0.10 0.04 -0.11 0.0869
H -0.128 -4.765 4.707 -0.16 -0.07 0.08 0.1272
H -0.425 -5.226 3.010 -0.20 -0.06 0.04 0.1303
H -3.374 -4.606 6.147 0.04 0.08 0.21 0.1300
H -5.198 -2.278 0.428 0.08 0.03 0.00 0.0890
H -5.031 -3.006 1.989 -0.01 -0.10 -0.06 0.1313
H -5.919 -0.291 2.437 -0.12 0.10 -0.01 0.1278
H -6.744 -1.778 2.801 -0.04 0.02 0.05 0.1222
H -6.952 -0.100 0.284 0.04 -0.07 -0.16 0.1371
H -7.405 -1.817 0.248 -0.08 0.01 -0.10 0.1291
H -3.279 0.208 -1.140 -0.01 0.07 0.05 0.0983
H -4.543 -0.876 -0.686 0.01 0.07 0.08 0.1142
H -3.410 -1.723 -2.566 0.01 0.07 -0.04 0.1262
H -1.831 -1.687 -1.844 0.06 0.11 -0.03 0.0881
H -3.024 -3.923 -2.087 -0.05 0.00 -0.03 0.1234
H -3.985 -3.525 -0.690 0.00 0.14 0.10 0.1164
H -1.043 -4.558 -1.790 0.11 0.13 -0.14 0.1175
H 0.245 1.134 0.210 0.04 -0.28 0.18 0.0409
H -0.804 -0.210 -1.215 0.13 -0.41 0.29 0.0315
H 0.659 0.556 1.857 0.14 -0.14 -0.04 0.0930
H 0.487 -0.055 3.454 -0.04 -0.04 -0.26 0.0865
H -1.480 2.655 1.644 -0.03 0.04 -0.06 0.0826
H -1.665 4.919 2.479 -0.04 0.06 0.02 0.1181
H 0.213 6.631 4.209 0.13 0.04 0.16 0.0876
H -0.430 6.082 5.780 0.10 0.02 0.05 0.0795
H -1.502 6.420 4.415 -0.05 0.05 0.12 0.0793
H 0.801 3.911 5.820 0.03 -0.02 0.04 0.1184
H 1.020 1.620 4.976 -0.12 0.24 -0.03 0.0835
H -0.679 -0.031 4.914 0.00 -0.04 -0.12 0.0840
H -1.364 -1.597 5.210 0.02 -0.12 -0.03 0.1299
H -3.142 -0.635 6.351 -0.22 0.11 -0.10 0.1128
H -3.212 0.802 5.312 0.00 0.11 0.00 0.1304
H -2.023 0.578 7.646 -0.02 0.09 0.06 0.0904
C 6.256 -2.398 4.795 -0.12 -0.05 0.10 -0.0223
C 5.457 -1.454 3.865 0.71 -0.78 0.22 -0.4812
C 6.044 -0.040 3.899 -0.12 0.35 0.01 -0.1328
C 5.759 0.717 5.192 -0.05 -0.11 0.01 -0.1663
C 4.264 0.718 5.502 0.17 0.22 -0.24 -0.1282
C 3.655 -0.686 5.520 -0.07 -0.43 0.89 -0.4773
N 4.010 -1.413 4.256 0.08 1.46 -0.47 -0.0852
O 3.271 -1.027 3.276 -0.36 -0.42 0.00 -0.0344
C 4.132 -1.446 6.766 0.12 -0.09 -0.06 -0.0284
C 2.139 -0.595 5.633 -0.08 -0.02 -0.21 -0.0446
C 5.574 -2.015 2.454 -0.21 0.08 -0.21 -0.0445
H 6.950 -3.001 4.212 0.04 0.09 -0.06 0.0823
H 6.844 -1.864 5.540 -0.05 0.02 0.03 0.0768
H 5.602 -3.096 5.315 -0.01 -0.01 -0.03 0.0796
H 5.636 0.532 3.060 -0.08 -0.06 -0.01 0.1252
H 7.121 -0.112 3.731 0.01 -0.06 -0.01 0.1287
H 6.321 0.285 6.025 -0.02 -0.02 0.00 0.1045
H 6.109 1.746 5.094 0.02 0.00 0.01 0.1163
H 4.078 1.190 6.469 -0.04 -0.03 0.03 0.1277
H 3.746 1.324 4.751 -0.03 -0.08 -0.06 0.1227
H 3.797 -2.484 6.740 -0.01 0.00 0.00 0.0930
H 3.706 -0.978 7.654 -0.06 0.04 -0.03 0.0914
H 5.210 -1.439 6.896 0.00 -0.01 -0.03 0.0647
H 1.708 0.017 4.842 0.31 -0.32 0.13 0.0251
H 1.880 -0.143 6.590 0.01 0.01 0.04 0.1023
H 1.686 -1.587 5.589 0.02 -0.02 0.04 0.0858
H 5.125 -3.007 2.387 0.01 -0.01 0.02 0.0930
H 6.630 -2.097 2.201 0.03 -0.02 0.05 0.0902
H 5.099 -1.372 1.716 -0.06 -0.01 0.04 0.0771
C 2.838 3.052 -4.744 0.14 0.10 -0.01 -0.0136
C 1.769 2.801 -3.655 0.61 -0.23 -0.87 -0.4704
C 0.400 3.315 -4.110 -0.29 0.18 0.13 -0.1312
C 0.276 4.836 -4.100 0.11 -0.01 0.03 -0.1660
C 0.670 5.398 -2.736 -0.33 -0.17 -0.09 -0.1289
C 2.053 4.940 -2.272 0.76 0.69 -0.11 -0.4918
N 2.152 3.447 -2.359 -1.55 0.01 0.01 -0.0856
O 1.558 2.879 -1.373 0.33 -0.25 0.45 -0.0548
C 3.141 5.626 -3.112 0.03 -0.13 -0.14 -0.0319
C 2.289 5.366 -0.829 -0.13 -0.14 0.20 -0.0397
C 1.689 1.293 -3.469 -0.06 -0.24 0.29 -0.0385
H 3.020 2.138 -5.309 -0.10 -0.02 -0.02 0.0642
H 2.542 3.816 -5.463 -0.01 0.06 0.06 0.0793
H 3.796 3.345 -4.319 -0.02 -0.02 0.06 0.0833
H -0.372 2.899 -3.453 0.08 -0.01 0.08 0.1181
H 0.202 2.924 -5.111 0.05 -0.04 -0.01 0.1219
H 0.889 5.279 -4.889 0.03 -0.01 0.01 0.1040
H -0.755 5.116 -4.324 0.00 0.01 -0.02 0.1156
H 0.656 6.490 -2.759 0.05 0.02 0.03 0.1269
H -0.077 5.090 -1.996 0.07 -0.08 0.04 0.1249
H 4.127 5.228 -2.870 0.00 0.00 0.02 0.0930
H 3.145 6.692 -2.884 -0.04 0.00 0.07 0.0904
H 2.990 5.536 -4.184 -0.01 -0.04 0.01 0.0633
H 1.504 5.010 -0.164 0.02 -0.06 -0.02 0.0744
H 2.305 6.454 -0.781 0.02 0.02 -0.04 0.0895
H 3.245 4.992 -0.462 0.01 -0.01 -0.02 0.0932
H 2.634 0.885 -3.108 0.02 0.03 0.00 0.1025
H 1.463 0.826 -4.428 0.02 0.04 -0.05 0.0707
H 0.905 1.001 -2.772 0.02 0.08 0.04 0.0504
C 0.348 -3.055 -9.492 0.15 0.00 -0.01 -0.0225
C 0.084 -2.478 -8.081 -0.10 -0.64 -0.80 -0.4834
C -0.864 -1.277 -8.159 -0.04 0.32 0.13 -0.1361
C -0.221 -0.018 -8.736 0.08 -0.08 0.02 -0.1676
C 1.068 0.324 -7.990 -0.36 0.06 0.12 -0.1316
C 2.053 -0.846 -7.933 0.79 0.07 -0.79 -0.4913
N 1.363 -2.070 -7.418 -0.88 1.01 0.71 -0.0938
O 1.236 -2.028 -6.137 0.28 -0.35 0.03 -0.0310
C 2.661 -1.076 -9.325 -0.11 -0.14 -0.07 -0.0315
C 3.215 -0.509 -7.011 0.06 0.06 0.39 -0.0407
C -0.570 -3.585 -7.264 -0.01 0.00 0.29 -0.0503
H -0.267 -3.938 -9.659 -0.09 0.04 0.04 0.0814
H 0.117 -2.350 -10.289 0.05 0.04 0.02 0.0765
H 1.382 -3.372 -9.606 0.00 -0.02 0.03 0.0810
H -1.233 -1.051 -7.152 0.08 -0.05 0.04 0.1210
H -1.735 -1.563 -8.752 0.01 -0.05 -0.01 0.1265
H -0.022 -0.142 -9.804 0.02 -0.02 0.00 0.1038
H -0.920 0.816 -8.654 -0.01 0.00 -0.02 0.1139
H 1.564 1.175 -8.461 0.06 -0.02 0.00 0.1268
H 0.817 0.632 -6.969 0.03 -0.10 0.04 0.1111
H 3.282 -1.972 -9.333 0.01 0.00 0.01 0.0936
H 3.295 -0.227 -9.580 0.01 0.03 0.07 0.0903
H 1.924 -1.164 -10.117 -0.02 -0.02 0.02 0.0630
H 2.877 -0.228 -6.016 -0.03 -0.10 0.01 0.0546
H 3.776 0.332 -7.419 -0.05 0.00 -0.12 0.0901
H 3.902 -1.350 -6.911 -0.05 -0.05 -0.02 0.0964
H 0.100 -4.439 -7.155 0.02 0.00 -0.02 0.0949
H -1.469 -3.915 -7.785 0.01 0.00 -0.06 0.0877
H -0.860 -3.245 -6.272 0.08 0.02 0.01 0.0700
```
Positions in Å, forces in eV/Å.